The following is a quantum chemistry calculation of C20H28BFeN2O11PS3 as an isolated structure, from OMol25.

Summary:
Net charge: -2
LUMO energy (alpha / beta) in eV: 3.936 / 3.936
Calculated total energy in eV: -123564.738

Last column: Löwdin charge in e.
Cartesian coordinates (Å):
Fe -0.0024 -1.9583 -0.4932  0.00
O 3.9636 -1.9304 3.5716  0.09
C 2.7837 -1.9887 4.1564  -0.52
O 2.6491 -1.9971 5.3646  0.05
C 1.6111 -2.0275 3.2461  -0.05
C 0.2917 -2.0899 3.6455  0.01
N -0.4572 -2.1038 2.5259  0.07
N 0.3019 -2.0808 1.4368  0.01
C 1.5494 -2.0415 1.8401  -0.13
C 2.5736 -2.0464 0.7349  -0.55
O 3.7832 -2.0102 1.0724  0.01
O 2.0796 -2.1086 -0.4107  -0.02
H 3.8895 -1.9417 2.5448  0.04
H -0.1372 -2.1406 4.6305  0.13
H -1.4400 -2.2887 2.4114  0.15
C -3.8251 -5.2836 -2.2891  -0.07
C -3.9297 -3.7788 -2.4169  -0.32
O -2.6586 -3.2938 -2.8386  -0.34
P -2.0554 -1.8901 -2.3217  -0.04
S -0.1839 -1.8896 -2.9290  0.48
S -2.4704 -1.5884 -0.4174  0.44
O -2.9546 -0.7826 -3.1130  -0.34
C -2.6845 -0.5111 -4.4867  -0.34
C -2.0244 0.8463 -4.6155  -0.09
H -4.7661 -5.6990 -1.9167  0.07
H -3.0199 -5.5463 -1.6012  0.06
H -3.6061 -5.7392 -3.2569  0.07
H -4.1969 -3.3312 -1.4568  0.06
H -4.6809 -3.4813 -3.1573  0.11
H -3.6453 -0.5365 -5.0101  0.11
H -2.0468 -1.2878 -4.9158  0.08
H -2.6800 1.6282 -4.2272  0.07
H -1.7986 1.0639 -5.6637  0.07
H -1.0992 0.8574 -4.0395  0.06
C 0.3284 6.5360 1.8722  -0.06
C 1.5262 5.6664 1.4649  -0.57
C 2.4650 6.4968 0.5793  -0.06
C 2.2887 5.2878 2.7347  -0.08
C 1.0336 4.4359 0.6974  -0.19
C 0.3415 4.6096 -0.5016  -0.07
C -0.1412 3.5324 -1.2508  0.01
C 0.0855 2.2615 -0.7711  -0.24
O -0.2626 1.0728 -1.2905  0.08
B 0.2044 0.0201 -0.3885  -0.44
O 0.8623 0.7567 0.6872  0.12
C 0.7717 2.0752 0.4255  -0.22
C 1.2512 3.1317 1.1674  0.06
H 0.6653 7.4197 2.4242  0.07
H -0.3567 5.9715 2.5076  0.09
H -0.2311 6.8721 0.9980  0.07
H 2.8350 7.3692 1.1277  0.07
H 1.9553 6.8506 -0.3179  0.07
H 3.3217 5.8998 0.2610  0.09
H 2.6333 6.1959 3.2373  0.08
H 3.1625 4.6727 2.5132  0.09
H 1.6584 4.7357 3.4341  0.08
H 0.1646 5.6133 -0.8727  0.09
H -0.6777 3.6850 -2.1794  0.11
H 1.7810 2.9291 2.0880  0.11
C 1.2713 -5.5907 0.6034  -0.15
S -0.4434 -5.2030 0.3522  0.38
O -1.0488 -6.3892 -0.2352  -0.37
O -0.9582 -4.8565 1.6734  -0.37
O -0.4244 -4.0757 -0.5916  -0.43
H 1.3446 -6.4831 1.2225  0.05
H 1.7502 -4.7450 1.0940  0.05
H 1.7290 -5.7568 -0.3700  0.06


The following is a quantum chemistry calculation of C24H26BrGeIrN5O5S as an isolated structure, from OMol25.

Summary:
Net charge: +1
LUMO energy in eV: -4.361
Calculated total energy in eV: -183226.206

Last column: Löwdin charge in e.
Cartesian coordinates (Å):
Ir 0.1588 -0.6216 -0.8722  1.19
N -1.7422 0.5209 -0.6136  -0.02
C -2.7749 -0.2746 -1.2959  -0.13
C -2.4873 -1.7037 -0.9727  -0.53
O -3.2750 -2.4455 -0.4299  0.11
N -1.2078 -2.0498 -1.3375  -0.12
C -0.8150 -3.3785 -0.9328  -0.15
C -0.4450 -3.3366 0.5160  -0.56
O -0.5813 -4.2291 1.3045  0.10
O 0.0599 -2.1326 0.8832  -0.30
H -1.9976 0.6883 0.3566  0.10
H -1.6256 1.4154 -1.0782  0.09
H -2.6545 -0.1358 -2.3697  0.14
H -3.7914 -0.0266 -1.0038  0.14
H 0.0505 -3.7036 -1.5054  0.09
H -1.6284 -4.0876 -1.0541  0.14
C 2.7863 -0.9531 -5.2596  -0.03
N 2.5307 -0.9212 -3.8273  -0.01
C 2.2507 -1.9623 -3.1092  -0.75
N 2.1079 -3.1626 -3.6700  0.15
S 2.1354 -1.8750 -1.3516  0.69
H 3.2033 0.0065 -5.5484  0.10
H 1.8690 -1.1232 -5.8266  0.10
H 3.5123 -1.7302 -5.5056  0.10
H 2.6089 -0.0181 -3.3215  0.09
H 2.2381 -3.3022 -4.6588  0.11
H 2.0004 -3.9719 -3.0839  0.11
Ge -0.0120 -1.9196 2.8288  1.10
C -1.9230 -1.7471 2.9814  -0.29
C -2.7713 -2.8541 2.9867  -0.09
C -4.1412 -2.6719 2.8575  -0.06
C -4.6698 -1.3931 2.7567  -0.06
C -3.8332 -0.2839 2.7815  -0.08
C -2.4599 -0.4602 2.8836  -0.12
C 0.8966 -0.2207 2.9912  -0.31
C 1.3343 0.1828 4.2555  -0.10
C 1.9289 1.4259 4.4288  -0.06
C 2.0852 2.2817 3.3459  -0.06
C 1.6492 1.8931 2.0862  -0.05
C 1.0686 0.6438 1.9278  -0.13
H 0.7679 -3.1035 3.3672  0.02
H -2.3636 -3.8518 3.0810  0.11
H -4.7951 -3.5331 2.8228  0.12
H -5.7400 -1.2589 2.6668  0.11
H -4.2514 0.7131 2.7168  0.11
H -1.7986 0.4017 2.9129  0.10
H 1.2137 -0.4813 5.1050  0.11
H 2.2653 1.7271 5.4124  0.11
H 2.5474 3.2510 3.4815  0.11
H 1.7613 2.5562 1.2374  0.09
H 0.7435 0.3167 0.9439  0.00
Br -1.1836 6.3775 -1.2574  0.78
C 0.4038 5.3644 -1.1902  -0.67
C 1.5964 5.9562 -0.7914  -0.16
N 2.7397 5.2783 -0.7445  0.09
C 2.7452 3.9964 -1.0940  -0.08
C 1.5928 3.3293 -1.4942  -0.13
C 0.3965 4.0312 -1.5394  -0.06
C 1.6630 1.8809 -1.8460  -0.55
O 2.7091 1.4243 -2.2699  0.06
O 0.5363 1.2362 -1.6418  -0.23
H 1.6334 7.0021 -0.5111  0.11
H 3.6955 3.4773 -1.0556  0.13
H -0.5169 3.5464 -1.8558  0.11